[1]
Entry from the Open Molecules 2025 dataset: a molecular structure, C10H18N4O4Sr in a non-equilibrium geometry (ωB97M-V with the def2-TZVPD basis set).

Element x y z (Å)
C (2.78471, -1.28066, 1.48711)
C (3.21862, -1.36805, -0.05555)
O (4.41907, -1.56611, -0.29390)
O (2.18728, -1.20419, -1.02034)
C (1.95159, 0.23373, -1.04803)
O (2.76177, 1.04904, -0.56881)
C (0.61807, 0.70035, -1.77960)
C (-0.66016, 0.84470, -0.76864)
C (-1.79680, -0.17420, -1.24294)
C (-2.29580, -1.24923, -0.16113)
N (-3.03097, -2.31788, -0.94837)
N (-3.30145, -0.70211, 0.77288)
N (-1.17352, -2.00200, 0.52245)
C (-0.30762, 1.04247, 0.77269)
C (0.40932, 2.50288, 0.94174)
N (-0.08452, 3.19143, -0.30654)
C (-1.07982, 2.39241, -1.08749)
O (-1.96674, 2.83254, -1.82514)
H (3.63361, -1.58718, 2.19484)
H (2.51595, -0.17736, 1.67621)
H (1.82594, -1.89658, 1.60524)
H (0.41240, 0.01291, -2.66088)
H (0.84811, 1.73438, -2.23287)
H (-1.52124, -0.77590, -2.18777)
H (-2.73231, 0.42873, -1.55222)
H (-2.27804, -2.93672, -1.30338)
H (-3.45426, -1.86539, -1.77075)
H (-3.66432, -1.40450, 1.42630)
H (-2.99869, 0.16090, 1.23536)
H (-0.27178, -1.81130, 0.04814)
H (-1.11389, -1.63332, 1.49076)
H (-1.12976, 1.11932, 1.55424)
H (0.33073, 0.15444, 1.13642)
H (-0.08720, 3.09793, 1.79628)
H (1.52569, 2.51248, 1.15552)
H (0.81935, 3.32259, -0.80250)
Sr (4.68667, -1.38052, 3.80067)

Computed properties:
LUMO energy   -10.46 eV
HOMO level   -0.487 Eh
Charge   +2
Electronic energy   -25626.59031 eV

These are the Löwdin partial charges, in e, on atoms 1 to 4: number 1, C, carries -0.021; number 2, C, carries -0.387; number 3, O, carries 0.134; number 4, O, carries 0.087



[2]
Entry from the Open Molecules 2025 dataset: 2 unconnected molecules or ions with the total composition C3H8N2O in a non-equilibrium geometry (ωB97M-V with the def2-TZVPD basis set).

Element x y z (Å)
C (-1.33742, -1.59195, -0.97176)
C (1.31435, 0.58217, -0.35393)
C (-0.32885, 0.72695, 1.24320)
H (-1.16975, -2.41851, 0.03399)
H (-0.49896, -2.22613, -1.78987)
H (-2.29902, -1.67563, -1.51435)
H (2.19987, 0.27241, 0.29976)
H (1.32517, 2.02886, 0.02648)
H (1.40995, 0.38062, -1.51960)
H (-1.34819, 0.48849, 1.37593)
H (1.16408, 2.00826, 1.76662)
N (0.14686, -0.07537, 0.26222)
N (0.27266, 1.70664, 1.89671)
O (-0.85075, -0.20681, -0.75540)

Computed properties:
LUMO energy   0.85 eV
HOMO level   -0.359 Eh
Electronic energy   -8262.08889 eV
Energy above the lowest of the compared OMol25 structures with the same formula, charge and spin   698.3 kJ/mol

These are the Löwdin partial charges, in e, on atoms 1 to 4: number 1, C, carries -0.102; number 2, C, carries -0.075; number 3, C, carries -0.271; number 4, H, carries 0.149



[3]
Entry from the Open Molecules 2025 dataset: a gas-phase ion, C5H13NP (charge +1) in a non-equilibrium geometry (ωB97M-V with the def2-TZVPD basis set).

Element x y z (Å)
C (-2.47873, 1.24166, -0.98302)
C (-1.38673, 1.58168, 0.01820)
N (-0.42040, 0.97947, 0.62578)
P (0.62507, -0.27627, 0.41130)
C (1.00870, -0.86114, 2.04280)
C (2.06499, 0.46634, -0.41336)
C (0.04052, -1.73109, -0.67746)
H (-2.81307, 0.22072, -1.11175)
H (-3.34474, 1.82628, -0.84989)
H (-1.95801, 1.36430, -2.04594)
H (-1.74087, 2.49012, 0.47672)
H (1.02027, -1.96803, 2.19424)
H (0.35612, -0.39044, 2.64388)
H (2.05201, -0.56644, 2.29191)
H (2.01095, 1.56872, -0.48166)
H (2.12825, 0.04762, -1.42803)
H (2.90927, 0.00998, 0.10423)
H (-0.67187, -2.45026, -0.22642)
H (0.92904, -2.29982, -1.03042)
H (-0.33076, -1.25339, -1.56108)

Computed properties:
LUMO energy   -3.69 eV
Structure (SMILES)   CC=[N+]=P(C)(C)C
HOMO level   -0.520 Eh
Charge   +1
Electronic energy   -16167.62331 eV
Energy above the lowest of the compared OMol25 structures with the same formula, charge and spin   0.0 kJ/mol

These are the Löwdin partial charges, in e, on atoms 1 to 4: number 1, C, carries -0.046; number 2, C, carries -0.165; number 3, N, carries -0.090; number 4, P, carries 0.825



[4]
Entry from the Open Molecules 2025 dataset: a single C4H5NS molecule in a non-equilibrium geometry (ωB97M-V with the def2-TZVPD basis set).

Element x y z (Å)
C (0.98068, 1.05237, -0.51460)
C (0.66480, -0.34469, 0.02961)
S (1.47340, -1.69944, -0.31313)
C (-0.62702, -0.51541, 0.77755)
C (-1.69468, -0.82636, -0.14172)
N (-2.57457, -1.02688, -0.82989)
H (0.86578, 1.73230, 0.36989)
H (0.27440, 1.43765, -1.30989)
H (2.01905, 0.99603, -0.88907)
H (-0.53818, -1.23877, 1.54704)
H (-0.84365, 0.43319, 1.27420)

Computed properties:
LUMO energy   -0.64 eV
Structure (SMILES)   CC(=S)CC#N
HOMO level   -0.337 Eh
Electronic energy   -16553.18021 eV
Energy above the lowest of the compared OMol25 structures with the same formula, charge and spin   85.4 kJ/mol

These are the Löwdin partial charges, in e, on atoms 1 to 4: number 1, C, carries -0.107; number 2, C, carries -0.825; number 3, S, carries 0.773; number 4, C, carries -0.252



[5]
Entry from the Open Molecules 2025 dataset: a molecular structure, C34H57EuN3O2SSi in a non-equilibrium geometry (ωB97M-V with the def2-TZVPD basis set).

Element x y z (Å)
O (2.10903, -2.27803, -1.76482)
O (0.86583, -0.42310, -3.35249)
C (3.20426, -2.19553, -0.85188)
C (3.13862, -3.04115, 0.40504)
H (3.30986, -1.13427, -0.58211)
H (4.08884, -2.46721, -1.44179)
H (2.53574, -2.56364, 1.18185)
H (4.15690, -3.09866, 0.79515)
H (2.78832, -4.06685, 0.23793)
C (0.81542, -2.67469, -1.26927)
C (0.32453, -3.90949, -1.98729)
H (0.13513, -1.82745, -1.45665)
H (0.83988, -2.82439, -0.17791)
H (-0.02069, -3.64047, -2.99471)
H (-0.51453, -4.34004, -1.43120)
H (1.09339, -4.68969, -2.07643)
C (-0.32568, 0.11268, -3.95969)
C (1.92786, -0.83290, -4.23804)
C (-1.51018, -0.77793, -3.68329)
H (-0.17816, 0.23353, -5.04344)
H (-0.48519, 1.11493, -3.52727)
H (-1.36496, -1.77048, -4.12935)
H (-2.39598, -0.32166, -4.13697)
H (-1.69372, -0.89217, -2.60646)
C (1.48555, -1.88208, -5.21098)
H (2.69012, -1.22955, -3.55645)
H (2.33308, 0.05723, -4.74769)
H (1.01473, -2.71318, -4.68308)
H (2.36591, -2.25115, -5.73673)
H (0.80373, -1.46734, -5.95447)
H (1.36779, -0.08305, -1.67234)
N (-0.94137, -0.53346, 3.06579)
C (-1.69762, -0.01849, 4.03674)
C (-2.43646, 1.17957, 3.92787)
C (-2.72600, 1.92240, 2.76843)
C (-1.82372, -0.75196, 5.35181)
H (-0.87436, -1.20992, 5.65554)
H (-2.59313, -1.53716, 5.28541)
H (-2.12262, -0.04177, 6.12936)
C (-3.74138, 3.03539, 2.87768)
H (-4.42762, 3.03920, 2.02132)
H (-3.26039, 4.02103, 2.95102)
H (-4.33240, 2.88916, 3.78912)
N (-2.14279, 1.64969, 1.61202)
C (-0.55891, -1.90541, 3.04894)
C (0.73392, -2.28877, 3.46670)
C (1.70626, -1.26605, 3.96703)
C (1.08322, -3.64159, 3.45635)
H (2.07804, -3.92046, 3.80537)
C (0.17556, -4.61154, 3.02013)
H (0.46268, -5.66346, 3.02081)
C (-1.10299, -4.22913, 2.61944)
H (-1.83771, -4.97485, 2.30651)
C (-1.48358, -2.88907, 2.62376)
C (-2.88310, -2.50267, 2.26889)
C (-2.26554, 2.29732, 0.35693)
C (-1.53002, 3.48540, 0.09471)
C (-0.73284, 4.17251, 1.17138)
C (-1.48093, 3.96956, -1.21278)
H (-0.90020, 4.87849, -1.41445)
C (-2.14654, 3.31365, -2.24158)
H (-2.09224, 3.70820, -3.26200)
C (-2.87506, 2.15074, -1.98751)
H (-3.40114, 1.64246, -2.80385)
C (-2.93019, 1.61882, -0.70165)
C (-3.60336, 0.30309, -0.45117)
Eu (0.18094, 1.01171, 1.46995)
H (2.19814, -0.71214, 3.14710)
H (2.50162, -1.77443, 4.52902)
H (1.24252, -0.52605, 4.63623)
H (-2.93273, -1.61647, 1.62563)
H (-3.48680, -2.30011, 3.16664)
H (-3.35811, -3.33543, 1.73854)
H (-0.58670, 5.22670, 0.89113)
H (0.28669, 3.75628, 1.31197)
H (-1.23152, 4.16383, 2.15017)
H (-4.03266, 0.24277, 0.55514)
H (-2.90517, -0.54494, -0.56654)
H (-4.41671, 0.14069, -1.17207)
H (-2.90038, 1.52912, 4.84197)
C (1.31391, 0.87614, -1.00777)
Si (2.33001, 2.25100, -1.87910)
H (0.23069, 1.12963, -0.95669)
H (1.83684, 0.62815, -0.05716)
C (3.98417, 1.49305, -2.33827)
C (2.56019, 3.74922, -0.77643)
C (1.56540, 2.89811, -3.47376)
H (2.12785, 3.78548, -3.80219)
H (0.52435, 3.20924, -3.32704)
H (1.59358, 2.17415, -4.29929)
H (4.62260, 1.39223, -1.45138)
H (4.51460, 2.12565, -3.06337)
H (3.87124, 0.49842, -2.78631)
H (2.71511, 3.47616, 0.27619)
H (1.69157, 4.42008, -0.83645)
H (3.43847, 4.31984, -1.11740)
S (0.93979, 2.29592, 5.24196)
C (1.51337, 2.32760, 3.75663)
N (1.86614, 2.27527, 2.60169)

Computed properties:
LUMO energy (spin up / spin down)   0.56 / 0.55 eV
Multiplicity   8
HOMO level (spin up / spin down)   -0.265 / -0.272 Eh
Electronic energy   -82791.60575 eV
Energy above the lowest of the compared OMol25 structures with the same formula, charge and spin   25.4 kJ/mol
<S²>   15.760

These are the Löwdin partial charges, in e, on atoms 1 to 4: number 1, O, carries -0.208; number 2, O, carries -0.268; number 3, C, carries -0.250; number 4, C, carries -0.072



[6]
Entry from the Open Molecules 2025 dataset: a molecular structure, C14H28FN3O2PdSSi in a non-equilibrium geometry (ωB97M-V with the def2-TZVPD basis set).

Element x y z (Å)
C (2.85577, -0.59624, 3.51876)
N (2.78039, 0.52798, 2.56018)
C (1.62272, 0.50037, 1.68915)
Si (2.07577, 0.92189, -0.15942)
O (3.30618, 2.05759, -0.09985)
C (2.80095, -0.63846, -0.97141)
C (1.74020, -1.66939, -1.46513)
C (1.43976, -2.81512, -0.43757)
C (0.07380, -2.56547, 0.27779)
C (-1.11464, -3.29866, -0.45578)
C (-2.05216, -2.26618, -1.17519)
C (-3.01491, -1.57294, -0.17928)
S (-4.55720, -1.00929, -1.01303)
C (-5.02722, 0.33186, -0.00824)
N (-4.42038, 0.70958, 1.11826)
N (-5.05616, 1.78898, 1.55365)
C (-6.04373, 2.03392, 0.70618)
O (-6.07273, 1.13519, -0.28345)
C (0.47648, 1.54044, -0.95904)
C (0.66774, 2.62798, -2.06748)
C (1.36254, 3.95643, -1.60899)
F (-0.63916, 2.99617, -2.47439)
H (3.91994, -0.88706, 3.60869)
H (2.28877, -1.48172, 3.20077)
H (2.51477, -0.23612, 4.50813)
H (2.70998, 1.41318, 3.05889)
H (1.02839, -0.42638, 1.75205)
H (0.93910, 1.33524, 2.00516)
H (3.62614, 2.23175, 0.79798)
H (3.51054, -1.10080, -0.25648)
H (3.43252, -0.28411, -1.81223)
H (0.77936, -1.22671, -1.77336)
H (2.16778, -2.15000, -2.36650)
H (1.34551, -3.73882, -1.03801)
H (2.28395, -2.98184, 0.25082)
H (0.11725, -3.01526, 1.28470)
H (-0.17422, -1.48540, 0.30193)
H (-1.75213, -3.83925, 0.26736)
H (-0.75450, -3.99665, -1.22657)
H (-2.64285, -2.76844, -1.96648)
H (-1.41372, -1.53105, -1.70252)
H (-2.54303, -0.75267, 0.38217)
H (-3.35283, -2.33719, 0.54809)
H (-6.74168, 2.86373, 0.82306)
H (-0.14652, 0.73960, -1.40131)
H (-0.16739, 1.96650, -0.11210)
H (1.14932, 2.21826, -2.97023)
H (1.49544, 4.03755, -0.45982)
H (2.40220, 3.90384, -1.98609)
H (0.92286, 4.86323, -2.05132)
Pd (-0.14898, 3.96999, 0.26754)

Computed properties:
LUMO energy   -11.89 eV
HOMO level   -0.514 Eh
Charge   +2
Electronic energy   -48425.30594 eV

These are the Löwdin partial charges, in e, on atoms 1 to 4: number 1, C, carries -0.050; number 2, N, carries -0.069; number 3, C, carries -0.205; number 4, Si, carries 0.582



Question: Number 5 is which compound?
Answer: C34H57EuN3O2SSi



Question: Look up the electronic energy of the fourth one.
Answer: -16553.18021 eV